(1)
The following is a quantum chemistry calculation of a 2-piece molecular cluster, C4H6Br2O overall, from the Open Molecules 2025 dataset.

Cartesian coordinates (Å):
H: -1.4444 -0.3395 1.3863
H: -1.8384 1.4765 1.0341
H: 1.4777 -1.8536 0.2064
C: -0.9310 0.1313 -0.5613
Br: -1.1360 -1.7161 -1.0074
H: 0.4062 1.8712 -0.7501
C: 2.2954 -0.3016 0.9751
H: 0.8586 0.6286 -1.7473
H: -2.8983 0.3195 0.3282
C: 0.0852 0.8389 -1.0279
O: 1.5287 -1.3051 0.9923
C: -1.8519 0.4492 0.6478
Br: 3.4482 -0.1992 -0.4763

Cartesian forces, eV/Å:
-1.4 1.5 -0.6
0.7 -0.3 -0.1
0.1 -0.7 -0.9
0.1 0.9 1.2
0.1 0.1 -0.4
-1.3 -0.6 0.6
-0.2 1.2 2.0
-0.4 -1.3 -0.5
0.4 -0.6 0.4
0.8 1.6 -0.2
-0.7 -0.4 0.5
0.9 -1.0 -0.6
0.8 -0.2 -1.4

Results
relative energy (zero: lowest compared OMol25 entry of this formula, charge and spin) = 79.3 kcal/mol
multiplicity = 1
energy = -5379.14973 hartree
highest occupied orbital energy = -9.051 eV
total charge = 0

(2)
The following is a quantum chemistry calculation of C16H14BBrF4FeN4O7P2S2 as an isolated structure, from the Open Molecules 2025 dataset.

Cartesian coordinates (Å):
C: -0.7194 4.8962 3.4310
O: 2.9564 -2.9800 0.2028
C: -1.7840 4.7757 2.5492
F: -0.5365 -1.7203 -4.3689
H: 1.1937 1.5622 -1.5454
H: -1.4818 -0.0552 1.1083
C: 0.1459 -4.1004 -1.8273
O: 2.1929 -0.7488 -0.7659
H: 0.0450 -6.1503 -2.4204
C: 1.6058 -5.0635 -3.4387
C: 0.0227 3.0358 -0.4966
P: 0.9656 -1.4442 2.1418
Br: -1.2642 -4.3707 -0.6000
N: -2.1941 4.7463 5.3163
C: 1.7488 -2.7867 -2.7800
O: 4.5497 -1.0309 0.2546
H: -2.3123 2.1652 1.7922
S: -4.3605 -0.3244 -1.2634
C: -3.0560 4.6284 3.0826
C: -0.9768 3.2050 0.4498
H: 0.4890 3.8832 -0.9795
F: 0.4674 -0.1921 -2.9169
F: 1.4708 -0.7513 -4.9141
N: -0.1269 0.6705 -0.2542
H: -4.1924 4.4987 4.8978
B: 0.2118 -0.5578 -4.3130
C: -0.9757 4.8728 4.7935
C: -1.5325 2.0905 1.0484
C: -2.7988 -0.8833 -1.2720
C: 2.2146 -3.8296 -3.5534
H: 1.9435 -5.9098 -4.0250
N: -1.7134 -1.2993 -1.2299
N: 0.7191 -2.9048 -1.9242
H: -0.1569 4.9611 5.4992
Fe: 0.2581 -1.1420 -0.9982
S: -1.5406 4.8627 0.7885
C: -1.0713 0.8418 0.6737
O: 2.4660 -1.0259 1.7208
C: 0.4127 1.7498 -0.8238
C: -3.2059 4.6182 4.4627
F: -0.4483 0.5194 -4.9027
O: 1.1966 -2.7558 3.0729
H: -3.9139 4.5224 2.4320
H: 2.0234 -3.2094 0.3389
H: 0.2917 4.9924 3.0592
P: 3.1193 -1.3726 0.2595
H: 2.1931 -1.8066 -2.8278
O: 0.3569 -0.3786 2.9709
H: 3.0384 -3.6574 -4.2305
C: 0.5528 -5.2076 -2.5563
H: 1.2111 -2.4546 3.9864
O: 0.2993 -1.9845 0.8951

Cartesian forces, eV/Å:
0.1 0.0 0.0
0.0 -0.1 0.0
-0.1 0.0 0.0
0.0 -0.1 0.1
0.0 0.0 -0.1
0.0 0.0 0.0
0.1 0.1 0.1
0.3 0.0 -0.2
0.0 0.0 0.0
0.0 -0.1 0.0
0.0 0.0 0.0
-0.1 0.1 0.0
0.0 0.0 0.0
0.0 0.0 0.0
-0.1 0.0 0.0
-0.1 0.1 0.0
0.0 0.0 0.0
0.4 -0.1 0.0
-0.1 0.1 0.0
0.0 0.1 0.0
0.0 0.0 0.0
-0.2 -0.3 0.0
-0.1 0.0 0.0
-0.2 0.2 0.0
0.0 0.0 0.0
0.1 0.4 -0.1
0.0 0.0 -0.1
0.0 0.0 0.1
-0.5 -0.1 0.1
0.0 0.0 0.0
0.0 0.0 0.0
0.1 0.3 -0.2
0.0 -0.3 0.0
0.0 0.0 0.0
0.0 0.0 0.3
0.0 -0.1 0.0
0.0 0.0 -0.1
0.1 0.0 0.0
0.1 0.0 0.2
0.0 0.0 -0.1
0.0 -0.1 0.0
0.1 -0.1 0.0
0.0 0.0 0.0
0.0 0.0 0.0
0.0 0.0 0.0
0.0 0.0 0.1
0.0 0.0 0.0
0.0 0.0 -0.1
0.0 0.0 0.0
0.0 0.0 0.0
0.0 0.0 0.0
-0.1 0.0 -0.1

Results
multiplicity = 1
energy = -7105.68716 hartree
highest occupied orbital energy (spin up / spin down) = -2.588 / -2.586 eV
total charge = -2

(3)
The following is a quantum chemistry calculation of C4H9O4PS as an isolated structure, from the Open Molecules 2025 dataset.

Cartesian coordinates (Å):
H: -1.7686 -0.0070 1.7007
H: -2.0607 1.7044 1.3043
S: -2.0023 -0.4954 -1.1360
O: -2.7368 0.4850 -0.1241
H: 2.1927 -1.8676 0.2793
H: 2.4785 1.9229 0.0909
O: -2.6032 -0.5021 -2.4177
C: 1.1514 -1.6071 0.4504
O: -1.7575 -1.7190 -0.4469
H: 3.2960 0.3357 -0.0411
H: -0.1869 1.9472 0.1214
C: -0.4203 0.8858 0.1516
H: 0.7566 -2.2365 1.2385
C: 2.3670 0.8753 -0.1696
H: 2.0237 0.8140 -1.2009
C: -1.7608 0.7384 0.9164
O: -0.6727 0.3819 -1.1987
P: 1.0933 0.1518 0.9496
H: 0.6108 -1.8078 -0.4681

Cartesian forces, eV/Å:
-0.1 -0.4 -0.1
0.0 0.0 0.3
0.0 0.0 -0.2
-0.1 -0.5 0.1
0.2 0.0 0.1
0.3 0.1 0.0
-0.1 0.3 0.3
-0.2 0.1 -0.3
0.1 0.0 -0.1
0.2 0.0 0.0
0.0 0.1 -0.6
0.5 -0.6 0.2
-0.1 -0.1 0.1
-0.9 0.0 -0.1
0.2 -0.1 -0.2
-0.1 0.8 -0.5
0.0 0.1 0.3
0.2 0.2 0.6
0.0 0.0 -0.1

Results
relative energy (zero: lowest compared OMol25 entry of this formula, charge and spin) = 3.6 kcal/mol
multiplicity = 1
energy = -1198.28223 hartree
highest occupied orbital energy = -9.073 eV
total charge = 0

(4)
The following is a quantum chemistry calculation of C28H35F3N4O3P2RuS as an isolated structure, from the Open Molecules 2025 dataset.

Cartesian coordinates (Å):
C: -2.0708 6.9228 -1.9721
C: 2.1199 3.9101 -2.1421
H: -1.2656 -0.2707 -0.0111
H: -1.7866 4.4678 -5.3454
O: 3.6193 -1.2790 0.7285
H: -1.4195 7.3668 -4.4796
H: 1.4212 6.3997 -2.2331
H: -0.2144 4.2056 1.6574
C: -3.1567 1.5250 -2.7528
N: 2.1780 2.8708 1.0621
H: -3.0220 5.7188 -4.9808
H: 2.3337 4.3490 -4.3045
C: -4.8612 2.3971 -1.5653
P: -2.2125 2.2993 -0.3208
H: -4.4241 -0.6309 3.0088
H: 1.6858 1.3241 2.4598
H: -1.9739 -0.5213 -1.6005
C: 0.4138 6.4216 -2.6499
P: 0.6957 2.6047 0.0866
F: 1.6649 -2.6720 2.6913
F: 0.2270 -1.0183 2.3970
H: -3.4803 -0.3319 0.4707
S: 2.1813 -1.1223 0.5733
C: -2.5320 5.5159 -2.2403
C: -4.2945 1.3621 -3.5202
H: -0.3893 8.2569 -1.8634
C: 2.4557 1.9822 2.1035
C: 3.3097 3.6634 0.8629
C: 1.5384 -1.3811 2.3218
H: 0.1954 5.0000 0.1014
H: -3.4275 5.2394 -1.6730
C: -0.9834 6.4008 -4.7566
C: -2.9745 2.2768 2.3854
C: 1.3820 2.4489 -3.7163
Ru: -0.5580 1.8065 -1.7220
C: 3.7750 2.1386 2.5047
H: -2.1207 1.2305 -2.9680
H: -0.2420 -0.7631 -1.3350
H: -4.3126 0.8469 -4.4732
C: -2.0530 5.2931 -4.6657
N: -3.4986 2.1140 -1.5370
C: -3.9241 0.2329 2.5985
N: 1.6633 2.8278 -1.4389
H: -2.1622 3.6623 -3.2020
H: -0.6726 6.4680 -5.8055
H: -0.2844 6.9222 -0.7144
H: 0.8621 2.1327 -4.6068
H: -2.5540 7.2619 -1.0383
C: -0.2788 4.1182 0.5582
C: -1.0877 -0.1054 -1.0939
H: 3.2944 4.4855 0.1589
H: -1.8955 4.6103 -0.7803
H: 1.8430 0.8116 -2.3585
H: -3.8672 1.6911 4.3115
N: -2.9163 1.6400 1.1349
C: -5.3732 1.9529 -2.7889
H: 4.2953 1.5185 3.2209
C: 4.3114 3.2261 1.7382
H: 5.3105 3.6251 1.8040
H: 1.0533 5.6818 -4.5199
F: 2.2272 -0.6226 3.2253
H: -2.4428 4.3950 0.8879
O: 1.4513 -2.1254 -0.1912
H: -5.3376 2.8666 -0.7195
C: -1.7572 3.9976 0.1307
C: 1.3441 1.7803 -2.4299
C: 0.2379 6.1174 -3.9400
H: -2.4186 7.6006 -2.7671
H: -6.3895 2.0295 -3.1478
C: 2.0249 3.6639 -3.5258
C: -2.1872 4.7549 -3.2899
C: -3.6183 1.4474 3.2868
O: 1.7682 0.2748 0.2792
C: -0.5416 7.1594 -1.7622
H: -2.5525 3.2585 2.5121
C: -3.4741 0.3618 1.2919
H: 2.4913 4.7887 -1.6410

Cartesian forces, eV/Å:
-0.5 0.9 -0.2
-0.4 -1.2 0.0
0.4 0.4 -0.5
-0.2 0.3 0.1
-1.5 0.4 -0.3
0.2 -0.2 -0.1
-0.1 -0.3 -0.1
0.3 -0.1 -0.4
-0.8 -0.5 -0.6
-0.2 -0.2 1.1
0.3 -0.4 0.1
0.0 -0.2 0.3
-0.5 -0.3 -1.1
-4.2 -0.1 1.9
0.1 0.0 -0.1
0.0 0.0 0.2
0.3 0.6 -0.1
0.2 0.8 -0.6
2.1 0.8 0.5
-0.2 1.4 -0.4
0.8 -0.2 0.1
-0.2 0.0 0.0
1.0 -1.8 0.4
-0.5 0.7 -0.2
1.0 0.4 0.6
0.1 -0.6 0.1
-0.8 0.7 -1.6
-1.1 -0.9 0.3
0.0 -0.8 0.2
-0.2 -0.1 0.2
0.9 -0.7 0.7
-0.1 0.2 -0.5
-0.4 -0.3 0.8
0.5 0.3 1.2
-0.9 -2.6 -1.3
1.9 1.8 -0.9
-0.8 -0.3 -0.3
0.5 0.5 -0.2
-0.1 0.3 0.1
1.4 0.1 -0.5
1.1 0.5 1.2
0.5 0.3 -1.4
1.2 0.4 -1.0
-1.2 0.2 -0.2
-0.1 0.2 0.2
-0.1 0.1 -0.3
0.8 -0.5 -0.4
0.1 0.0 -0.5
0.3 -0.2 -0.1
-0.7 -1.2 1.1
0.2 -0.2 0.2
0.0 -0.5 0.4
-0.4 -0.2 0.5
0.2 0.0 -0.2
0.9 0.2 -1.1
0.9 0.2 1.1
-0.1 0.2 0.0
-0.4 -1.7 1.3
0.0 0.0 0.0
-0.2 0.3 0.3
-0.5 -0.4 -0.5
0.2 0.0 -0.2
0.5 1.3 0.4
-0.1 0.0 -0.1
-0.1 0.2 0.2
0.6 1.2 -0.9
0.3 0.2 0.1
0.0 -0.1 0.3
0.0 0.0 0.3
-0.3 0.3 0.3
-0.6 -0.4 0.1
0.6 0.6 -1.1
-0.1 0.1 0.0
-0.6 0.1 0.2
-0.2 0.0 0.2
-0.4 -0.1 1.1
-0.3 0.0 -0.2

Results
multiplicity = 5
energy = -3007.11294 hartree
<S²> = 6.049
highest occupied orbital energy (spin up / spin down) = -13.829 / -13.826 eV
total charge = +2

(5)
The following is a quantum chemistry calculation of a 2-piece molecular cluster, C35H40N5 overall, from the Open Molecules 2025 dataset.

Cartesian coordinates (Å):
C: -2.0290 9.6556 9.1642
C: -0.6869 9.6936 8.7572
C: 3.0837 -0.9797 3.2949
C: 1.4707 5.7724 5.9801
H: -2.8965 -0.9264 2.8279
H: 5.3144 6.4361 -2.5167
H: 1.7661 9.3301 -4.8666
H: -2.2071 -3.3659 2.9151
H: 1.2128 4.7377 8.7707
C: -0.0755 8.5307 8.3221
H: -2.2466 1.3460 2.6546
C: 1.9731 6.1560 1.8056
H: 0.9225 2.9631 2.4882
H: -2.5030 10.5668 9.5275
N: -0.9602 -0.2534 3.1281
H: -2.1784 -1.4563 4.3365
C: -2.7488 8.4525 9.1099
C: 3.3044 7.9689 -2.1617
H: 2.4863 -2.7730 2.2623
H: 2.3261 -2.8511 4.0240
H: 2.7336 11.3956 -3.8310
H: -2.6736 6.3425 8.5977
C: 0.9630 4.0243 2.6872
H: -0.1125 10.6220 8.8017
C: 0.3905 -0.4811 2.9753
C: 2.6457 6.2544 -0.5135
C: 3.9117 9.1054 -1.6248
H: -0.1186 -3.4262 3.9625
C: 4.9071 6.2937 -1.5084
H: -3.7811 8.4197 9.4657
C: 0.9559 5.8020 8.8312
N: 0.8081 -1.7971 2.9931
H: -1.5902 -2.4289 1.5406
C: -0.7965 7.3321 8.2191
C: 2.2074 -2.1886 3.1495
H: 4.9878 5.2333 -1.2531
C: -1.5335 -2.5527 2.6193
H: -1.4048 4.0045 4.0464
H: 2.7636 0.1721 1.5118
C: 2.3395 9.2731 -3.9409
H: -1.7702 1.2581 4.3715
H: 0.7385 3.4925 0.0665
C: 1.7319 5.1595 4.7770
H: 2.1184 7.1135 -3.7333
H: 3.1157 1.1315 2.9423
H: 0.9893 8.5110 8.0710
C: 1.2669 4.4288 0.2643
H: 3.3523 7.6223 1.0376
C: -1.9672 -1.2838 3.2757
C: 2.9008 10.4245 -3.3668
C: 1.3748 4.8620 1.6165
C: 0.1583 5.7768 6.5204
H: 1.9304 6.6351 2.7936
C: -0.1141 -2.9278 2.9759
H: 1.8544 6.4074 8.6647
H: 2.7678 5.1310 4.3929
C: -2.1410 7.2965 8.6271
C: -0.6078 4.5091 4.5964
C: -0.8886 5.1590 5.7931
H: 4.0799 -1.2093 2.9180
H: 4.5563 8.9913 -0.7494
N: 3.5056 6.7199 -1.5293
C: 1.8462 5.1232 -0.7744
N: 1.1723 0.5695 2.8322
C: -1.4183 1.1060 3.3406
H: 2.3121 6.2487 6.5082
H: 0.2444 -3.6844 2.2578
H: 1.7752 4.7822 -1.8104
C: 2.7090 6.7638 0.7973
C: 2.5457 0.2620 2.5942
C: 2.5273 8.0419 -3.3282
N: -0.0781 6.1577 7.8559
C: 3.6725 10.3457 -2.1992
H: -1.8977 5.1502 6.2312
H: 0.5827 6.0168 9.8361
H: 5.5045 6.9024 -0.8158
H: 4.1032 11.2387 -1.7423
H: 3.1910 -0.7620 4.3558
C: 0.7060 4.5371 4.0093
H: -0.5546 1.7423 3.1545

Cartesian forces, eV/Å:
0.1 -0.2 -0.2
-0.4 0.1 0.2
0.5 0.4 0.5
-0.3 0.1 0.6
0.0 0.1 0.0
-0.1 -0.1 0.2
0.1 0.1 0.3
0.2 0.1 -0.2
-0.1 0.2 -0.1
0.0 -0.4 -0.3
0.2 0.0 0.1
0.2 0.2 0.6
-0.8 -0.5 -0.2
0.1 -0.3 -0.1
-0.2 0.3 -0.2
0.0 0.0 0.1
0.2 0.4 0.0
-0.5 0.8 -0.1
0.0 0.0 0.1
-0.2 0.2 -0.2
0.0 -0.2 0.1
0.1 0.3 0.0
0.3 1.5 -0.8
-0.3 -0.3 0.0
0.3 0.6 0.1
0.7 -0.4 0.4
-0.3 -0.1 0.0
0.2 0.2 -0.1
0.0 0.0 0.1
0.3 0.0 -0.2
0.3 0.3 -0.2
-0.5 0.0 -0.1
-0.1 0.0 -0.2
-0.6 0.9 0.3
-0.4 -0.1 -0.6
0.0 0.2 0.1
0.0 -0.4 -0.5
0.2 0.1 0.2
-0.2 0.0 0.2
0.2 0.3 0.2
0.1 -0.1 -0.1
0.2 0.2 0.0
0.1 -0.1 -1.2
0.1 0.4 0.1
0.2 -0.2 -0.1
-0.4 0.2 0.0
0.2 -0.9 -0.1
-0.5 -0.3 -0.3
0.2 0.3 0.6
-0.1 -0.1 0.1
0.2 0.4 0.1
0.2 -0.6 0.1
0.1 -0.4 -0.5
0.1 -0.4 0.6
0.1 -0.2 0.3
-0.7 0.1 0.3
0.6 -0.2 -0.2
0.5 -0.1 -0.7
0.5 0.2 -0.1
0.1 0.0 0.0
-0.2 0.2 -0.2
0.1 -0.9 -0.7
-0.1 0.1 -0.1
-1.0 -1.3 0.2
0.0 -0.1 -0.2
-0.6 -0.4 -0.1
0.1 0.3 0.2
0.0 0.0 0.4
-0.5 0.0 0.4
0.9 0.2 -0.4
0.4 -0.1 0.5
0.1 -0.7 0.1
0.0 0.0 -0.4
0.6 -0.1 -0.3
0.0 -0.1 -0.2
0.1 -0.2 0.0
-0.1 -0.2 -0.3
0.0 0.1 0.1
-0.1 0.5 1.8
-0.4 0.1 0.1

Results
relative energy (zero: lowest compared OMol25 entry of this formula, charge and spin) = 27.4 kcal/mol
multiplicity = 1
energy = -1631.15986 hartree
highest occupied orbital energy = -10.016 eV
total charge = +1

- What is the formula in the fourth record?
  C28H35F3N4O3P2RuS

- Which formula does entry 3 have?
  C4H9O4PS

- Which value of total charge does entry 3 give?
  0